Below is a structure of composition C33H26N2O4ScSi at a distorted geometry, with properties calculated with ωB97M-V with the def2-TZVPD basis set.

```
67
Properties=species:S:1:pos:R:3:forces:R:3
Sc -0.78054 1.10834 0.01805 -0.1 0.4 -0.1
O -2.30802 2.02483 0.87801 -0.6 0.0 0.2
C -3.59776 1.80329 0.92114 0.2 0.1 -0.1
C -4.34442 2.18520 2.05038 -0.1 0.1 0.1
C -5.70492 1.97142 2.11632 0.0 0.0 0.0
C -6.39235 1.37168 1.05638 0.1 0.0 0.0
C -5.67533 0.99110 -0.05813 0.0 0.0 0.0
C -4.29217 1.18731 -0.14888 0.0 -0.1 -0.2
C -3.61369 0.74827 -1.35860 -0.2 0.2 0.1
N -2.35071 0.81622 -1.53484 0.1 -0.4 -0.3
N -1.88279 0.38729 -2.78236 -0.1 0.1 0.2
C -0.58461 0.30906 -2.74687 0.2 0.1 0.0
O 0.15686 0.54128 -1.70716 -0.2 -0.1 -0.6
C 0.10161 -0.00578 -4.03204 0.1 -0.2 0.1
C 1.43822 0.34683 -4.18258 0.1 0.0 0.0
C 2.10069 0.08270 -5.37419 0.0 0.0 0.0
C 1.43366 -0.55093 -6.41458 0.0 0.0 0.0
C 0.10104 -0.91730 -6.25959 0.0 0.0 0.0
C -0.56442 -0.64420 -5.07432 0.0 0.0 0.0
H -3.80485 2.64760 2.86780 0.0 0.0 0.0
H -6.24700 2.27155 3.00602 0.0 0.0 0.0
H -7.46011 1.20585 1.11123 0.0 0.0 0.0
H -6.18229 0.51862 -0.89400 0.0 0.0 0.0
H -4.21716 0.33837 -2.16859 -0.1 0.0 0.0
H 1.94358 0.82536 -3.35310 0.0 0.0 0.0
H 3.14009 0.36633 -5.48933 0.0 0.0 0.0
H 1.95161 -0.76422 -7.34202 0.0 0.0 0.0
H -0.41781 -1.42252 -7.06524 0.0 0.0 0.0
H -1.60159 -0.91998 -4.93656 0.0 0.0 0.0
C 0.71051 -4.81192 -1.80213 0.0 0.0 0.0
C 1.30036 -3.55390 -1.80051 -0.1 0.0 0.1
C 0.83137 -2.56506 -0.94186 -0.1 -0.1 0.0
C -0.22676 -2.79981 -0.05145 0.0 0.0 -0.2
C -0.80393 -4.07460 -0.07824 0.1 0.0 0.0
C -0.34643 -5.06884 -0.93849 0.0 0.1 0.0
Si -0.85842 -1.42083 1.12437 0.3 -0.5 0.0
C 0.34661 -1.57468 2.60758 0.1 0.1 0.1
C -0.06216 -2.07966 3.84543 0.1 0.0 0.0
C 0.81004 -2.16259 4.92891 0.0 0.0 -0.1
C 2.12571 -1.73918 4.79822 0.0 0.0 0.0
C 2.55807 -1.23025 3.57784 -0.1 0.0 0.0
C 1.67642 -1.14580 2.50792 0.0 0.0 0.0
H 1.06587 -5.58231 -2.47734 0.0 0.0 0.0
H 2.11600 -3.33591 -2.48168 0.0 0.0 0.0
H 1.28381 -1.58037 -0.98669 0.0 0.0 0.0
H -1.62835 -4.29325 0.59397 0.0 0.0 0.0
H -0.81716 -6.04627 -0.93423 0.0 0.0 0.0
H -2.03817 -2.14141 1.70896 -0.2 0.1 0.0
H -1.08681 -2.41943 3.96340 0.0 0.0 0.0
H 0.46057 -2.56136 5.87519 0.0 0.0 0.0
H 2.80754 -1.80020 5.63900 0.0 0.0 0.0
H 3.58141 -0.88872 3.46355 0.0 0.0 0.0
H 2.03408 -0.72681 1.57137 0.0 0.0 0.0
O 0.68831 2.91164 -0.18345 -0.1 -0.2 0.1
C 1.11882 2.50367 0.92050 0.0 0.0 0.2
O 0.50093 1.59090 1.56787 0.9 0.4 0.4
C 2.39247 3.04831 1.48780 0.0 0.0 0.0
C 2.80263 2.67656 2.76413 0.0 0.0 0.0
C 3.99105 3.17634 3.27822 0.0 0.0 -0.1
C 4.77248 4.03579 2.51269 -0.1 0.0 0.0
C 4.36484 4.39734 1.23355 0.0 0.0 0.1
C 3.17250 3.90489 0.72281 0.0 0.1 0.0
H 2.18726 1.98547 3.32682 0.0 0.0 0.0
H 4.31326 2.89037 4.27226 0.0 0.0 0.0
H 5.70346 4.42135 2.91179 0.0 0.0 0.0
H 4.97881 5.06171 0.63732 0.0 0.0 0.0
H 2.82819 4.17529 -0.26773 0.0 0.0 0.0
```
Positions in Å, forces in eV/Å.

Multiplicity: 1
E: -74398.5947 eV
E_HOMO: -0.171 Eh
Largest force on an atom: 0.02049 Eh/bohr
Charge: -1
LUMO: 2.63 eV

Below is a cluster of 7 separate species, C49H56F6O7S in total at a distorted geometry, with properties calculated with ωB97M-V with the def2-TZVPD basis set.

```
119
Properties=species:S:1:pos:R:3:forces:R:3
C -0.27643 4.00856 -5.83179 0.5 0.5 0.5
C 0.74447 3.76594 -4.54906 -1.9 1.0 0.3
O 2.02858 3.14840 -4.93173 -1.6 -2.8 -0.8
C 1.86722 1.74899 -5.35736 0.9 -1.2 -5.4
O 2.17614 1.38598 -6.63249 -1.8 2.5 8.6
C 1.27610 0.66191 -4.25369 -0.1 1.2 0.3
C 2.22274 -0.66292 -4.05473 -0.5 -0.4 -0.6
C 3.82963 -0.40557 -4.26029 0.0 -1.1 0.1
C 4.45888 0.79905 -3.33194 -0.4 0.8 -1.2
O 4.95862 0.36740 -2.01710 1.1 1.1 -0.7
C 6.38448 0.70885 -1.82655 1.3 -0.8 -0.4
C 6.90906 0.55986 -0.26727 -0.1 -0.8 -1.1
C 6.57416 -0.96963 0.21554 0.8 -0.2 0.1
C 5.70406 -1.09226 1.59857 -0.6 -1.7 -0.5
C 4.50669 0.01378 1.77136 1.9 0.8 -0.2
S 3.13709 -0.57054 2.96825 -0.3 2.4 5.9
O 2.50003 0.73540 3.55050 1.8 -4.6 -3.3
O 3.73087 -1.39182 4.14020 -2.0 1.9 -5.2
O 1.91502 -1.43245 2.14044 1.4 2.4 0.3
O 8.39967 0.72945 -0.31938 -1.8 1.7 1.9
C 8.69858 1.72754 0.75981 0.5 0.1 0.3
H -0.38443 3.05814 -6.52219 0.3 1.9 1.6
H 0.11686 4.93319 -6.45968 -0.8 -2.1 1.1
H -1.32727 4.31299 -5.40852 2.2 -0.8 -0.8
H 0.96936 4.82733 -4.05465 -0.1 -2.4 -1.2
H 0.14837 3.16116 -3.73460 1.6 1.1 -1.8
H 1.11831 1.23438 -3.21881 0.6 -1.3 -2.4
H 0.19286 0.37208 -4.62176 2.3 0.5 0.6
H 1.96902 -1.12656 -2.99369 0.7 1.1 -2.2
H 1.85761 -1.45866 -4.85846 1.0 1.7 1.7
H 4.36747 -1.43697 -3.99278 -1.0 2.3 -0.4
H 4.03915 -0.25284 -5.42553 -0.5 0.1 2.7
H 3.63840 1.64255 -3.13347 1.7 -1.8 -0.5
H 5.32677 1.28897 -3.95990 -1.7 -0.9 1.3
H 6.99460 -0.11037 -2.44441 -1.0 1.8 1.3
H 6.69205 1.75377 -2.25426 -0.9 -1.8 0.9
H 6.52530 1.40607 0.44387 0.2 -1.8 -1.5
H 6.12362 -1.57602 -0.69918 0.6 1.4 2.1
H 7.62606 -1.48835 0.43808 -2.3 1.2 -0.5
H 5.16806 -2.15855 1.56152 1.2 2.2 0.1
H 6.44919 -1.15553 2.51425 -1.9 0.6 -1.8
H 4.99765 0.94865 2.32819 -1.6 -2.0 -0.9
H 4.07710 0.43294 0.76149 0.5 -1.2 1.9
H 1.33397 -0.71991 1.71321 1.0 -1.1 0.8
H 8.24361 1.33624 1.78408 1.0 0.9 -2.1
H 9.86207 1.86462 0.89891 -2.4 -0.5 -0.5
H 8.23491 2.78071 0.48435 0.9 -2.1 0.6
F -0.88346 1.99260 -2.51862 -0.1 0.1 -0.2
C -1.38356 1.45786 -1.39677 -0.6 -0.6 1.3
C -2.11369 0.27657 -1.46829 0.1 0.0 -0.1
C -2.63022 -0.28331 -0.29982 0.1 0.4 0.1
C -2.41986 0.35095 0.92706 0.0 0.0 -0.1
C -1.68997 1.53902 0.98785 -0.1 -0.3 -0.2
C -1.16416 2.09257 -0.17926 0.1 0.1 -0.1
H -2.27399 -0.19743 -2.43114 0.0 0.1 0.1
H -3.19580 -1.21073 -0.34408 0.2 0.3 0.0
H -2.82672 -0.08372 1.83762 0.1 0.1 -0.2
H -1.53105 2.03303 1.94336 0.0 -0.1 -0.2
H -0.58686 3.01068 -0.14910 -0.1 -0.1 0.0
F -2.36248 -5.53356 6.28249 0.0 -0.3 0.2
C -1.45365 -4.96329 5.48034 1.0 0.6 -0.8
C -1.35448 -3.57700 5.43558 -0.1 0.0 0.1
C -0.40487 -2.98293 4.60438 0.0 -0.5 -0.1
C 0.42845 -3.78248 3.81820 0.0 0.0 0.0
C 0.31777 -5.17293 3.86634 -0.2 0.3 0.2
C -0.62425 -5.76685 4.70593 -0.1 -0.1 0.1
H -2.01587 -2.97194 6.04708 0.0 -0.1 0.0
H -0.31409 -1.90016 4.56802 0.0 -0.2 0.0
H 1.16594 -3.31858 3.16668 -0.2 -0.2 0.2
H 0.96464 -5.79306 3.25046 -0.1 0.1 0.1
H -0.71775 -6.84629 4.76239 0.0 0.1 0.0
F -1.58959 2.31208 7.68471 -0.2 -0.1 0.2
C -0.68076 2.88234 6.88256 0.8 0.4 -0.7
C -0.58159 4.26864 6.83780 -0.1 0.0 0.1
C 0.36802 4.86271 6.00660 0.1 -0.4 -0.1
C 1.20134 4.06316 5.22041 -0.2 0.1 0.1
C 1.09066 2.67270 5.26856 -0.1 0.3 0.1
C 0.14864 2.07879 6.10815 -0.1 0.0 0.0
H -1.24298 4.87370 7.44929 0.1 -0.1 0.0
H 0.45880 5.94547 5.97024 -0.1 -0.2 0.0
H 1.93883 4.52706 4.56890 -0.1 -0.1 0.1
H 1.73753 2.05258 4.65268 -0.3 0.3 0.4
H 0.05514 0.99935 6.16461 0.0 0.1 0.0
F -3.83469 -2.60331 8.07884 0.2 0.1 0.0
C -5.02527 -3.12914 7.76160 -1.1 -0.5 -0.3
C -5.07916 -4.35062 7.09922 0.1 0.0 0.0
C -6.31870 -4.90097 6.77328 -0.1 0.5 0.2
C -7.49148 -4.21762 7.10406 0.0 0.0 0.0
C -7.42682 -2.98974 7.76440 0.3 -0.3 -0.1
C -6.18755 -2.44515 8.10008 0.1 0.1 0.0
H -4.15757 -4.86292 6.84297 -0.3 0.2 0.1
H -6.37179 -5.85913 6.26236 0.1 0.2 0.1
H -8.45795 -4.64511 6.84567 0.2 0.1 0.1
H -8.34083 -2.45777 8.01716 0.2 -0.1 0.0
H -6.11917 -1.49606 8.62132 0.0 -0.1 -0.1
F -2.57777 -3.37734 -0.28040 0.3 0.0 0.1
C -3.61904 -3.99614 -0.85264 -0.9 -0.6 -0.5
C -4.36689 -4.90441 -0.11140 0.0 0.0 0.1
C -5.45429 -5.54509 -0.70527 0.2 0.3 -0.3
C -5.77532 -5.27817 -2.03849 0.0 0.0 0.0
C -5.01550 -4.36866 -2.77565 0.0 -0.1 0.4
C -3.93515 -3.71989 -2.17819 0.1 0.0 0.1
H -4.09754 -5.10533 0.92036 0.0 0.1 -0.1
H -6.05004 -6.25105 -0.13199 0.1 0.1 -0.1
H -6.62081 -5.78145 -2.50261 0.2 0.1 0.1
H -5.26476 -4.16561 -3.81437 0.1 0.0 0.2
H -3.33933 -3.00338 -2.73382 0.0 -0.1 0.1
F -2.63945 5.06382 -7.01350 -0.3 0.1 0.1
C -2.52935 5.10828 -8.34786 0.1 0.0 -1.2
C -3.29399 6.01993 -9.06749 0.0 0.0 0.1
C -3.17588 6.07008 -10.45642 0.3 -0.4 0.1
C -2.30154 5.19955 -11.11176 0.0 0.0 0.0
C -1.54207 4.28459 -10.38101 -0.3 0.3 0.1
C -1.65216 4.24238 -8.99136 0.0 -0.1 0.1
H -3.97394 6.68251 -8.54204 0.1 -0.1 0.0
H -3.76352 6.78455 -11.02753 0.1 -0.1 0.1
H -2.21304 5.23596 -12.19546 0.0 0.0 0.2
H -0.86529 3.60524 -10.89360 -0.1 0.1 0.1
H -1.06274 3.54359 -8.40706 -0.1 0.1 -0.1
```
Positions in Å, forces in eV/Å.

Multiplicity: 1
E: -93183.7429 eV
E_HOMO: -0.328 Eh
Largest force on an atom: 0.17672 Eh/bohr
LUMO: -0.12 eV

Below is the molecule C8H10 at a distorted geometry, with properties calculated with ωB97M-V with the def2-TZVPD basis set.

```
18
Properties=species:S:1:pos:R:3:forces:R:3
C -1.36895 1.77889 0.75278 1.2 0.4 -3.3
C -0.29030 1.05160 0.28824 1.1 2.9 1.9
C -0.75957 -2.13992 0.36274 -1.0 -3.5 0.3
C -1.62286 -1.15349 0.13176 -2.7 4.2 -2.0
C -2.26241 1.42663 -0.49967 -3.3 -1.5 2.9
C -1.37458 0.23409 -0.12731 -0.9 -3.4 -0.8
C 2.10956 0.46438 -0.41605 -3.9 -0.7 0.3
C 1.12562 0.88646 0.67043 0.3 1.0 4.2
H -1.22417 -3.19155 0.29803 1.3 1.6 0.5
H 0.21114 -1.94565 0.70959 1.3 -0.2 0.1
H -2.70869 -1.30038 0.01059 0.6 -0.7 -0.3
H -3.40718 1.23643 -0.29723 2.2 0.6 -0.3
H -2.11293 1.83888 -1.48999 0.4 0.2 0.2
H 1.77153 -0.55510 -0.66872 0.3 0.6 -0.9
H 3.06538 0.39000 -0.07518 2.7 0.1 1.0
H 1.95680 1.26343 -1.12362 0.4 -0.4 -1.0
H 1.53846 1.91379 1.18825 -1.3 -2.4 -1.2
H 0.94253 0.13004 1.57715 1.3 1.2 -1.6
```
Positions in Å, forces in eV/Å.

Multiplicity: 3
E: -8449.5823 eV
E_HOMO (spin up / spin down): -0.199 / -0.331 Eh
Largest force on an atom: 0.10485 Eh/bohr
LUMO (spin up / spin down): 0.87 / -2.03 eV
Expectation value of S²: 2.0209